(1)
A 5-piece molecular cluster, C19H39NO3S2 overall. Source: the OMol25 dataset; level of theory: ωB97M-V/def2-TZVPD.

Geometry as XYZ:
```
64
Properties=species:S:1:pos:R:3:lowdin_charge:R:1
C 10.601 9.819 10.074 -0.087
C 11.410 10.399 11.290 -0.273
C 11.786 9.282 12.025 -0.348
C 12.734 9.557 13.061 -0.123
N 13.083 8.651 14.212 -0.256
C 14.144 9.216 15.128 -0.020
C 15.463 8.942 14.175 -0.108
C 15.192 7.583 13.581 -0.119
C 13.657 7.387 13.825 -0.125
C 11.895 8.517 15.046 0.026
H 10.730 10.441 9.110 0.091
H 9.552 9.959 10.208 0.053
H 11.035 8.861 9.618 0.095
H 10.682 10.995 11.854 0.138
H 12.141 11.036 10.887 0.084
H 12.270 8.508 11.313 0.148
H 10.885 8.904 12.347 0.109
H 12.308 10.592 13.464 0.184
H 13.585 9.784 12.258 0.200
H 14.194 8.856 16.135 0.139
H 14.036 10.267 15.135 0.068
H 16.257 9.087 14.884 0.094
H 15.680 9.623 13.525 0.044
H 15.703 6.712 14.033 0.125
H 15.406 7.594 12.521 0.108
H 13.285 6.593 14.430 0.122
H 13.269 6.964 12.802 0.164
H 11.450 9.517 15.122 0.147
H 12.019 8.081 15.937 0.079
H 11.305 7.848 14.649 0.059
O 13.394 12.578 15.594 -0.553
H 14.064 12.478 14.897 -0.206
C 16.835 13.264 17.641 -0.352
S 17.406 13.367 16.043 0.751
O 18.817 13.802 16.059 -0.537
C 17.453 11.606 15.762 -0.268
H 16.881 14.186 18.371 0.097
H 17.639 12.606 18.240 0.106
H 15.852 12.906 17.766 0.010
H 17.925 11.611 14.686 0.100
H 16.495 11.158 15.942 0.028
H 18.155 11.215 16.428 0.023
C 12.464 15.190 11.879 -0.287
S 13.431 13.892 12.640 0.804
O 13.634 12.996 11.443 -0.588
C 14.909 14.875 12.646 -0.263
H 12.488 16.067 12.554 0.053
H 11.361 14.639 12.032 0.110
H 12.650 15.431 10.890 0.019
H 14.958 15.354 13.566 0.013
H 14.900 15.494 11.711 0.072
H 15.675 14.040 12.471 0.079
C 13.941 17.897 19.080 -0.068
C 13.518 18.177 17.603 -0.108
C 13.479 17.265 16.638 -0.172
C 13.785 15.938 16.970 -0.092
C 14.070 15.606 18.348 -0.095
C 14.136 16.560 19.466 -0.125
H 14.144 18.756 19.848 0.111
H 13.578 19.263 17.301 0.102
H 13.240 17.686 15.684 0.090
H 13.828 15.056 16.174 0.110
H 14.556 14.417 18.506 0.138
H 14.446 16.003 20.345 0.082
```

Computed properties:
HOMO-LUMO gap   6.423 eV
Molar mass   393.7 g/mol
Energy relative to the best compared isomer or geometry (same formula, charge and spin)   0.0 kcal per mole
HOMO energy   -6.42 eV

(2)
C31H43F2N3O5S3SbSiSn as an isolated structure. Source: the OMol25 dataset; level of theory: ωB97M-V/def2-TZVPD.

Geometry as XYZ:
```
90
Properties=species:S:1:pos:R:3:mulliken_spin:R:1
Sn -2.054 -0.372 -0.121 0.027
S -1.933 -4.583 -3.123 0.255
Sb -3.309 -2.750 -2.854 0.347
S -4.707 -3.061 -1.043 0.243
S -1.957 -0.716 -2.624 0.131
F -0.051 4.260 2.095 0.000
C -1.086 3.764 1.367 -0.002
C -1.005 2.503 0.824 -0.005
C -2.067 1.974 0.080 0.003
C -3.213 2.779 -0.094 -0.002
C -3.243 4.042 0.491 -0.001
F -4.355 4.831 0.413 0.000
C -2.202 4.564 1.227 0.001
C -4.375 2.215 -0.842 -0.003
C -5.306 2.993 -1.540 0.000
C -6.382 2.375 -2.153 0.000
C -6.501 0.995 -2.084 0.002
C -5.511 0.291 -1.415 0.014
N -4.480 0.883 -0.814 -0.003
H -0.111 1.908 0.981 0.003
H -2.273 5.538 1.694 0.000
H -5.180 4.062 -1.609 0.000
H -7.117 2.968 -2.686 0.000
H -7.335 0.471 -2.537 0.000
H -5.543 -0.794 -1.332 -0.009
C -3.172 -0.849 5.056 0.000
C -2.013 -0.546 4.123 0.000
O -1.939 0.493 3.497 -0.001
N -1.036 -1.503 4.123 0.000
C 0.058 -1.532 3.158 0.000
C -0.015 -2.776 2.303 0.000
C 1.011 -3.714 2.329 0.000
C 0.895 -4.861 1.555 0.004
C -0.240 -5.033 0.785 0.005
C -1.224 -4.049 0.829 -0.002
N -1.124 -2.953 1.577 0.002
H -3.981 -0.154 4.841 0.000
H -2.853 -0.723 6.093 0.000
H -3.530 -1.873 4.918 0.000
H -1.248 -2.380 4.564 0.000
H 1.017 -1.503 3.680 0.000
H -0.025 -0.654 2.515 0.001
H 1.895 -3.527 2.930 0.000
H 1.690 -5.599 1.546 0.000
H -0.374 -5.893 0.140 0.001
H -2.133 -4.147 0.238 0.000
C 4.707 1.044 0.647 0.000
C 3.593 0.349 1.433 0.001
C 4.204 -0.669 2.393 0.000
C 2.786 1.379 2.227 0.000
O 2.766 -0.393 0.549 0.000
Si 1.596 0.082 -0.554 -0.014
O 0.181 -0.317 0.022 0.002
O 2.002 -0.625 -1.995 -0.005
C 2.233 -1.996 -2.327 0.001
C 3.729 -2.272 -2.165 0.001
C 1.421 -2.931 -1.436 0.015
C 1.803 -2.170 -3.777 0.000
O 1.884 1.695 -0.838 -0.006
C 1.623 2.506 -1.993 -0.012
C 2.806 2.374 -2.958 0.000
C 0.327 2.100 -2.690 0.025
C 1.516 3.941 -1.491 0.000
H 5.382 1.583 1.320 0.000
H 4.261 1.748 -0.060 0.000
H 5.280 0.303 0.080 0.000
H 4.867 -0.173 3.110 0.000
H 4.773 -1.417 1.833 0.000
H 3.408 -1.181 2.942 0.000
H 3.411 1.865 2.982 0.000
H 1.940 0.888 2.720 0.000
H 2.384 2.141 1.555 0.000
H 4.018 -2.052 -1.133 0.000
H 4.303 -1.619 -2.831 0.000
H 3.963 -3.316 -2.397 0.000
H 1.734 -2.819 -0.393 -0.003
H 1.545 -3.970 -1.749 -0.001
H 0.360 -2.669 -1.496 -0.007
H 2.381 -1.503 -4.427 0.000
H 0.742 -1.923 -3.871 -0.001
H 1.951 -3.205 -4.102 0.000
H 2.952 1.317 -3.188 0.000
H 3.719 2.762 -2.494 0.000
H 2.614 2.924 -3.885 0.000
H 0.400 1.076 -3.068 -0.002
H 0.110 2.773 -3.524 0.001
H -0.506 2.132 -1.982 -0.006
H 2.433 4.226 -0.966 0.000
H 0.677 4.025 -0.797 0.000
H 1.354 4.625 -2.329 0.000
```

Computed properties:
Total charge   -2
HOMO-LUMO gap (alpha / beta)   5.607 / 5.385 eV
2S+1   2
<S²>   0.762
Molar mass   940.5 g/mol
Energy relative to the best compared isomer or geometry (same formula, charge and spin)   3.5 kcal per mole
HOMO energy (alpha / beta)   -1.35 / -1.42 eV

(3)
C17H23Cl3CrF6N3O5S4 as an isolated structure. Source: the OMol25 dataset; level of theory: ωB97M-V/def2-TZVPD.

Geometry as XYZ:
```
62
Properties=species:S:1:pos:R:3:mulliken_spin:R:1
Cr -0.580 -0.033 -0.742 1.110
F -3.001 -0.542 3.522 0.000
C -3.263 0.729 3.187 0.000
F -3.354 1.450 4.298 0.000
F -4.428 0.763 2.549 0.000
S -1.910 1.408 2.127 0.001
O -0.707 0.894 2.716 -0.001
O -2.158 2.804 2.066 0.000
N -2.137 0.588 0.742 -0.005
S -3.170 1.116 -0.388 0.001
O -2.397 0.987 -1.616 0.001
O -3.843 2.341 -0.122 -0.001
C -4.555 -0.168 -0.415 -0.004
F -4.315 -1.174 0.414 0.000
F -5.670 0.440 -0.023 0.000
F -4.724 -0.611 -1.646 0.001
Cl -1.989 4.210 -5.349 0.000
C -1.572 3.646 -3.718 0.000
Cl -0.396 2.337 -3.726 0.000
H -2.478 3.281 -3.247 0.000
H -1.153 4.484 -3.174 0.000
C 1.799 4.091 0.199 -0.002
C 2.502 2.895 0.177 0.002
C 1.846 1.704 -0.097 -0.036
C 0.471 1.657 -0.337 -0.027
C -0.206 2.883 -0.346 -0.010
C 0.441 4.081 -0.076 0.006
H 2.307 5.022 0.414 0.000
H 3.570 2.888 0.360 0.000
H 2.445 0.809 -0.169 -0.006
H -1.262 2.936 -0.568 -0.001
H -0.124 5.005 -0.077 0.000
C -0.179 -3.172 2.557 -0.001
C -0.677 -2.058 1.616 0.004
N 0.389 -1.631 0.679 -0.007
C 1.510 -1.088 1.472 0.009
C 2.036 -2.133 2.474 0.002
N 1.271 -3.406 2.270 0.000
C 1.432 -3.880 0.857 0.000
C 0.852 -2.810 -0.084 -0.006
H -0.696 -4.119 2.402 0.000
H -0.260 -2.890 3.605 0.000
H -0.971 -1.200 2.202 -0.001
H -1.525 -2.399 1.028 0.001
H 1.166 -0.196 1.986 0.001
H 2.304 -0.830 0.780 -0.006
H 1.893 -1.833 3.512 0.000
H 3.087 -2.364 2.310 0.000
H 1.631 -4.115 2.904 0.000
H 0.911 -4.834 0.780 0.000
H 2.497 -4.040 0.692 0.000
H 0.013 -3.191 -0.656 0.002
H 1.626 -2.480 -0.771 -0.001
C 4.236 -0.792 -4.291 -0.001
O 2.880 -0.543 -3.917 -0.001
C 2.479 -0.729 -2.658 0.004
S 3.571 -1.165 -1.469 -0.001
S 0.762 -0.580 -2.639 -0.037
H 4.332 -0.369 -5.287 0.000
H 4.423 -1.865 -4.313 0.000
H 4.927 -0.317 -3.599 0.000
Cl -1.909 -1.897 -1.384 0.008
```

Computed properties:
HOMO-LUMO gap (alpha / beta)   7.088 / 7.074 eV
2S+1   2
<S²>   0.761
Molar mass   750.0 g/mol
Energy relative to the best compared isomer or geometry (same formula, charge and spin)   0.0 kcal per mole
HOMO energy (alpha / beta)   -8.01 / -7.98 eV

(4)
A 2-piece molecular cluster, C3H7O2 overall. Source: the OMol25 dataset; level of theory: ωB97M-V/def2-TZVPD.

Geometry as XYZ:
```
12
Properties=species:S:1:pos:R:3:lowdin_charge:R:1
C -0.466 -0.734 -1.723 -0.197
O -0.223 -1.775 -0.794 -0.174
H 0.375 -0.045 -1.764 0.062
H -0.606 -1.224 -2.687 0.060
H -1.355 -0.176 -1.443 0.068
O 0.072 1.825 0.143 -0.196
C 0.623 1.059 0.978 -0.560
C 0.080 0.049 1.747 -0.143
H 1.722 1.198 1.113 0.071
H -0.978 -0.027 1.979 0.011
H 0.743 -0.467 2.438 -0.009
H -0.087 -1.374 0.082 0.008
```

Computed properties:
Total charge   -1
HOMO-LUMO gap   7.026 eV
Molar mass   75.1 g/mol
Energy relative to the best compared isomer or geometry (same formula, charge and spin)   41.1 kcal per mole
HOMO energy   -2.65 eV

(5)
One molecule with the formula C4H13N5. Source: the OMol25 dataset; level of theory: ωB97M-V/def2-TZVPD.

Geometry as XYZ:
```
22
Properties=species:S:1:pos:R:3:lowdin_charge:R:1
C -0.356 -1.163 -0.108 -0.452
C -0.269 0.194 -2.171 -0.116
C -1.609 0.976 -0.358 -0.105
N -0.420 0.231 -0.728 -0.268
C 0.728 0.092 1.497 -0.532
N 0.529 -2.057 -0.805 0.055
N 0.709 0.504 2.823 0.116
N 1.744 0.635 0.740 0.119
N 0.044 -0.984 1.243 0.081
H -1.373 -1.604 -0.135 0.138
H 0.429 -2.997 -0.442 0.075
H 1.491 -1.757 -0.676 0.072
H 0.871 1.479 3.017 0.085
H -0.004 0.063 3.382 0.086
H 2.530 1.103 1.163 0.085
H 1.381 1.215 -0.012 0.087
H 0.631 -0.360 -2.422 0.067
H -1.131 -0.288 -2.651 0.084
H -0.162 1.208 -2.559 0.079
H -1.724 0.968 0.725 0.078
H -2.514 0.540 -0.803 0.081
H -1.525 2.002 -0.719 0.083
```

Computed properties:
HOMO-LUMO gap   8.815 eV
Molar mass   131.2 g/mol
Energy relative to the best compared isomer or geometry (same formula, charge and spin)   9.6 kcal per mole
HOMO energy   -7.93 eV

(6)
C4H4N2O2 as an isolated structure. Source: the OMol25 dataset; level of theory: ωB97M-V/def2-TZVPD.

Geometry as XYZ:
```
12
Properties=species:S:1:pos:R:3:lowdin_charge:R:1
C -0.970 -0.244 -0.132 -0.399
C -0.877 1.168 -0.195 -0.050
C 1.055 0.212 0.148 -0.347
C 2.496 0.092 0.037 -0.184
H -2.909 -0.537 0.698 0.157
H -1.903 -2.241 -0.437 0.260
H -1.636 1.971 -0.323 0.122
H 3.144 1.071 0.225 0.160
N -2.156 -1.027 0.005 0.013
N 0.465 1.376 0.033 0.115
O 3.083 -0.982 -0.156 0.022
O 0.208 -0.859 0.097 0.131
```

Computed properties:
HOMO-LUMO gap   8.740 eV
Molar mass   112.1 g/mol
Energy relative to the best compared isomer or geometry (same formula, charge and spin)   87.8 kcal per mole
HOMO energy   -8.70 eV

(7)
C4H16NO5 as an isolated structure. Source: the OMol25 dataset; level of theory: ωB97M-V/def2-TZVPD.

Geometry as XYZ:
```
26
Properties=species:S:1:pos:R:3:lowdin_charge:R:1
C -1.736 1.508 -0.068 -0.213
C -0.780 1.680 1.054 -0.237
C 0.669 1.977 0.702 -0.345
O 1.225 1.113 -0.251 -0.228
N -1.894 0.073 -0.601 -0.027
C -0.880 -0.371 -1.577 -0.260
O -1.712 -1.075 -2.549 -0.126
H -2.686 1.776 0.409 0.092
H -1.598 2.146 -0.945 0.117
H -1.167 2.366 1.879 0.114
H -0.813 0.776 1.714 0.109
H 0.796 2.991 0.252 0.102
H 1.402 1.814 1.626 0.129
H -1.846 -0.558 0.186 0.090
H -0.264 -1.247 -1.185 0.124
H -0.241 0.339 -2.076 0.101
H -2.544 -0.592 -2.562 0.049
H 2.934 -0.757 -1.413 -0.010
H 2.501 -1.858 -0.355 -0.003
O 2.971 -1.688 -1.236 -0.141
H 1.597 -1.106 1.508 0.001
H 1.197 0.047 0.168 0.006
O 1.397 -1.179 0.580 -0.321
H 0.216 -2.247 2.127 0.009
H 0.844 -2.795 0.870 0.039
O 0.414 -3.132 1.743 -0.169
```

Computed properties:
Total charge   -1
HOMO-LUMO gap   8.673 eV
Molar mass   158.2 g/mol
Energy relative to the best compared isomer or geometry (same formula, charge and spin)   11.3 kcal per mole
HOMO energy   -5.18 eV

The calculation returns the following energy values, one per record and in order: -49626.1609 -105750.6218 -158342.0985 -7319.1676 -11808.5137 -11284.7329 -16134.8019 eV.